A structure of composition CH2I3P, computed with ωB97M-V/def2-TZVPD.

Element x y z (Å)
I: -0.790494 2.360506 0.419276
I: 2.335221 0.754608 -0.727746
I: 0.306137 -2.930583 0.777452
P: -0.298995 -0.600474 1.075458
C: 0.190556 0.641950 -0.561746
H: -1.700682 -0.960067 0.885782
H: -0.041742 0.734061 -1.868476

Atomic forces in eV per Å
0.5 -0.4 -0.6
-0.4 0.0 0.4
0.2 -0.1 -0.3
-0.2 0.8 -1.4
-0.9 -0.1 -2.1
0.8 0.7 -0.3
-0.1 -0.8 4.4

The multiplicity is 1. As for the charge: 0. As for the highest occupied orbital energy: -9.2 eV. The HOMO-LUMO gap comes out at 8.41 eV. Its strongest force on any atom is 4.496 eV Å⁻¹. The calculation puts the energy at -1273.6717 Ha. For the energy above the lowest of the compared OMol25 structures with the same formula, charge and spin, the calculation gives 14.2 kcal per mole.

---

A structure of composition C17H25N5O5PdSSe, computed with ωB97M-V/def2-TZVPD.

Element x y z (Å)
Pd: -0.282303 0.699101 -0.398919
Se: 0.340381 1.215740 1.835320
S: -1.953129 2.200696 -0.259717
O: -2.025893 -1.863392 -0.736996
O: 1.044241 -0.947509 -0.752816
O: -0.706820 -3.703409 -0.246622
O: 2.114314 0.774201 -1.710833
O: -0.830819 0.365627 -2.586659
N: -2.130179 4.716633 -0.895215
N: -0.164176 -0.818916 3.805249
N: 0.791131 -1.620871 2.022358
N: 0.046751 3.847307 -0.943982
N: 1.031076 -2.009793 -3.297657
C: 1.810590 -0.405127 -1.641680
C: -0.802657 0.074731 4.768063
C: 0.290596 -0.514135 2.588413
C: 0.717425 -3.168258 -2.883794
C: 0.047350 -2.180064 4.036350
C: 2.237691 -1.326951 -2.805823
C: -1.374670 -2.782973 -0.471468
C: 0.111176 -4.307174 5.042542
C: 0.146387 -1.250625 -4.218232
C: 0.798918 4.951208 -1.546237
C: -0.115647 0.195124 -3.810227
C: -1.260004 3.724219 -0.751798
C: -1.894726 6.161097 -0.988330
C: 1.001135 -4.034909 2.795614
C: -0.237590 -2.976096 5.140807
C: 0.722186 -4.827211 3.889916
C: 0.646693 -2.694663 2.894404
H: -0.672506 0.650502 -4.631100
H: -1.876827 -0.100309 4.770473
H: 1.744996 4.540849 -1.888359
H: 0.637160 -1.238264 -5.193533
H: 0.271829 5.352900 -2.406604
H: 1.008386 5.742891 -0.831340
H: 0.984368 -5.875791 3.865346
H: -3.091827 4.441244 -0.770198
H: -1.679653 6.474863 -2.006671
H: -0.707374 -2.579380 6.029704
H: 0.812639 0.748932 -3.693827
H: -2.805495 6.655085 -0.662732
H: 2.954235 -2.073299 -2.467989
H: 1.146973 -1.613956 1.071884
H: 1.372141 -3.690681 -2.199087
H: 0.577836 3.011271 -0.741997
H: -0.599223 1.104562 4.497742
H: -0.211937 -3.626394 -3.198167
H: 2.665653 -0.732666 -3.607365
H: -0.392042 -0.126823 5.754088
H: -1.771529 0.191368 -2.715759
H: -0.783522 -1.810553 -4.311067
H: -1.093399 6.464370 -0.321407
H: -0.086960 -4.968506 5.874380
H: 1.476651 -4.435825 1.911558

Atomic forces in eV per Å
-0.3 -0.2 0.0
-0.2 0.0 0.1
0.0 0.2 0.1
-0.1 0.0 0.0
0.3 0.0 -0.3
0.0 0.0 0.0
0.2 -0.2 0.0
-0.1 -0.3 -0.1
0.0 0.0 0.0
0.0 0.0 0.1
-0.2 0.0 0.0
0.0 0.0 0.1
-0.1 0.0 0.0
-0.1 0.4 0.1
0.0 0.0 -0.1
0.2 0.1 -0.1
0.0 0.0 0.1
0.0 0.0 0.0
0.0 -0.1 0.2
0.1 0.0 0.0
0.0 0.0 0.0
-0.1 0.0 0.0
0.0 0.0 0.0
0.1 0.1 0.0
0.1 0.1 0.0
0.0 0.0 0.0
0.0 0.0 0.0
0.0 0.0 0.0
0.0 0.0 0.1
0.1 -0.1 0.0
0.0 0.0 0.0
0.0 0.0 0.0
0.0 0.0 0.0
0.0 0.0 0.0
0.0 0.0 0.0
0.0 0.0 0.0
0.0 0.0 0.0
0.0 0.0 0.0
0.0 0.0 0.0
0.0 0.0 0.0
0.0 0.0 0.0
0.0 0.0 0.0
0.0 0.0 0.0
0.1 0.0 0.0
0.0 0.0 -0.1
0.0 0.0 0.0
0.0 0.0 0.0
0.0 0.0 -0.1
0.0 0.0 0.0
0.0 0.0 0.0
0.0 0.1 0.1
0.0 0.0 0.0
0.0 0.0 0.0
0.0 0.0 0.0
0.0 0.0 0.0

The multiplicity is 1. As for the charge: +2. As for the highest occupied orbital energy: -13.4 eV. The HOMO-LUMO gap comes out at 6.87 eV. Its strongest force on any atom is 0.463 eV Å⁻¹. The calculation puts the energy at -4239.8630 Ha. For the energy above the lowest of the compared OMol25 structures with the same formula, charge and spin, the calculation gives 0.0 kcal per mole.

---

A structure of composition C20H30F3NO13Zn, computed with ωB97M-V/def2-TZVPD.

Element x y z (Å)
Zn: -0.096249 -0.046530 -0.719356
F: 2.538857 0.226484 3.026359
F: 2.977507 1.739676 1.549267
F: 2.276627 2.328902 3.504500
O: -3.664602 2.336386 -0.285704
O: 2.098796 -3.386846 -0.028922
O: -2.194747 -0.059095 -4.058883
O: -3.313230 -2.532688 -0.061539
O: 1.460816 -1.473380 -0.929042
O: 1.115143 1.350828 -1.735525
O: 3.272940 1.154577 -1.241786
O: 0.194958 2.539837 1.518810
O: -1.831395 1.099371 -0.336049
O: -0.747409 -0.604614 -2.560379
O: -2.283370 -2.012086 -3.130711
O: 0.557346 0.368654 1.120906
O: -1.259953 -1.695480 -0.117863
N: -1.751528 -0.897394 -3.291224
C: 0.661381 1.288555 2.045885
C: -1.992969 -2.630366 -0.271755
C: -4.024460 -3.687410 -0.549317
C: -1.618376 -3.981675 -0.789149
C: 3.818307 -2.645783 1.453218
C: -0.071293 3.589583 2.428502
C: 2.264860 1.488431 -2.044624
C: -3.430922 0.758510 1.440005
C: 4.546836 1.406978 -1.852079
C: 4.264804 1.989533 -3.251364
C: -4.697158 1.566990 1.721222
C: 3.449886 -1.536488 0.477611
C: 2.744036 1.909275 -3.406034
C: -2.948558 -4.731640 -0.945974
C: -4.915435 2.367718 0.422221
C: -2.862903 1.380726 0.196619
C: 2.119432 1.407065 2.519387
C: 2.924158 -3.839596 1.067722
C: 2.252127 -2.076173 -0.258243
C: -0.799308 4.677166 1.660612
H: 4.634537 3.020349 -3.265313
H: -2.696504 0.857273 2.240536
H: -4.583661 -3.386936 -1.430116
H: 5.069160 2.113898 -1.207363
H: -1.695446 4.241591 1.213830
H: 4.250207 -1.377960 -0.249584
H: -3.010691 -5.567349 -0.248929
H: -3.577879 -0.308642 1.290057
H: -5.554639 0.910186 1.872996
H: 2.359656 2.862230 -3.752785
H: -0.954426 -4.499124 -0.097853
H: 3.228313 -0.571504 0.918784
H: -0.655007 3.254649 3.301524
H: 2.230773 -4.103348 1.865064
H: -5.684436 1.947960 -0.222464
H: 4.919175 1.559133 -4.009825
H: -4.651882 2.239719 2.572688
H: 4.871411 -2.930986 1.408178
H: 2.451821 1.141835 -4.121852
H: -0.183363 5.088468 0.863941
H: 5.168815 0.512942 -1.912266
H: -1.091662 -3.861648 -1.734479
H: -4.639360 -4.021248 0.278510
H: 3.699910 -2.366838 2.500929
H: -3.097375 -5.126879 -1.945524
H: 0.054725 1.077010 2.956593
H: -5.150163 3.404121 0.650982
H: -1.089929 5.485529 2.334885
H: 3.490574 -4.719130 0.774435
H: 0.852369 3.986687 2.867122

Atomic forces in eV per Å
-0.1 0.4 0.7
0.0 0.0 0.1
0.0 0.0 -0.1
0.0 -0.3 0.0
-0.1 0.0 0.0
0.1 -0.2 0.0
0.2 -0.2 -0.2
0.1 0.2 0.1
0.2 -0.1 -0.6
-0.4 0.2 0.1
0.2 -0.2 -0.1
0.3 0.2 0.3
0.2 0.3 -0.7
0.6 0.0 -0.5
0.2 0.1 -0.2
0.4 -1.2 -0.5
-0.1 0.0 0.9
-0.8 0.2 1.0
-0.9 0.4 -0.4
-0.1 -0.1 -0.8
0.8 -0.2 -0.3
-0.2 -0.7 -0.2
0.6 -0.3 0.5
0.3 0.3 0.2
-0.1 -0.3 -0.5
0.0 0.4 0.6
0.4 0.4 -0.2
0.9 0.8 0.3
-0.7 -0.5 -0.5
0.3 -0.2 -0.1
1.2 0.1 -0.5
-0.1 0.1 0.6
0.2 0.1 0.5
-0.1 -0.2 0.2
0.0 0.3 0.3
-0.2 0.5 0.2
0.0 0.1 0.7
-0.2 -0.3 0.3
-0.5 0.1 0.2
0.1 0.0 -0.1
-0.3 0.2 0.2
0.0 0.0 0.0
0.0 0.2 -0.1
-0.1 0.0 -0.1
0.1 -0.1 -0.1
-0.1 0.0 -0.2
0.0 0.0 0.1
-0.5 -0.1 0.2
0.1 0.2 0.1
-0.2 -0.1 0.0
-0.2 -0.2 -0.3
0.1 -0.1 0.0
0.0 0.0 0.0
-0.6 -0.6 -0.1
0.3 -0.1 0.1
0.0 0.0 -0.3
-0.2 0.0 0.1
0.1 -0.1 0.0
-0.4 -0.3 0.2
0.0 0.2 0.1
-0.3 -0.1 -0.2
-0.4 0.1 -0.1
-0.1 0.1 -0.1
0.2 0.1 0.2
0.0 0.1 -0.2
0.0 0.0 0.0
-0.1 0.0 -0.2
0.0 0.0 -0.2

The multiplicity is 1. As for the charge: 0. As for the highest occupied orbital energy: -8.3 eV. The HOMO-LUMO gap comes out at 8.79 eV. Its strongest force on any atom is 1.306 eV Å⁻¹. The calculation puts the energy at -3891.8837 Ha. For the energy above the lowest of the compared OMol25 structures with the same formula, charge and spin, the calculation gives 0.0 kcal per mole.

---

- Which formula does entry 2 have?
  C17H25N5O5PdSSe